No. 1
DFT (ωB97M-V with the def2-TZVPD basis set) results for a molecular structure, C4H8N4.

```
! wB97M-V def2-TZVPD RIJCOSX def2/J DEFGRID3
* xyz 0 1
C 2.489 -1.014 0.099
C 0.570 0.359 -0.004
C -1.398 -0.217 -0.002
C -1.403 1.151 -0.087
H 2.267 -1.496 1.032
H 3.543 -0.938 0.354
H 2.496 -1.671 -0.864
H 2.456 1.503 -0.127
H -1.871 -1.821 0.645
H -3.364 -0.721 0.197
H -2.409 1.815 0.782
H 0.248 2.454 -0.042
N 1.918 0.320 -0.170
N -0.185 -0.720 -0.028
N -2.456 -1.248 -0.156
N 0.021 1.535 0.066
*
```

The value obtained for the relative energy (zero: lowest compared OMol25 entry of this formula, charge and spin) is 118.50 kcal per mole. As for the LUMO energy: 0.0154 hartree. The calculation puts the HOMO energy at -7.5 eV. The electronic energy is -10233.10363 eV.

Atom charges from the Löwdin analysis, given in e for atoms 1 to 5: atom 1 (C): -0.1361, atom 2 (C): -0.5372, atom 3 (C): -0.5370, atom 4 (C): -0.0940, atom 5 (H): 0.0665


No. 2
DFT (ωB97M-V with the def2-TZVPD basis set) results for 3 unconnected molecules or ions with the total composition C4H9NO3.

```
! wB97M-V def2-TZVPD RIJCOSX def2/J DEFGRID3
* xyz 0 1
O -1.372 1.151 1.947
C -1.572 -0.488 -1.139
C -0.256 -0.094 -0.792
C 0.554 -0.665 0.320
C 1.766 -1.270 -0.494
N 1.456 -2.567 -0.748
O 2.681 -0.429 -0.756
H -1.921 -0.072 -2.069
H 0.238 0.725 -1.345
H -2.276 -1.079 -0.436
H -0.074 -1.416 0.921
H 1.026 0.125 0.943
H -1.574 1.611 2.772
H 2.291 -2.916 -1.151
H -0.761 1.679 1.249
H 0.083 3.270 0.536
O -0.288 2.434 0.243
*
```

The value obtained for the relative energy (zero: lowest compared OMol25 entry of this formula, charge and spin) is 227.72 kcal per mole. As for the LUMO energy: -0.1936 hartree. The calculation puts the HOMO energy at -9.0 eV. The electronic energy is -11917.66668 eV.

Atom charges from the Löwdin analysis, given in e for atoms 1 to 5: atom 1 (O): -0.1262, atom 2 (C): 0.1941, atom 3 (C): -0.1100, atom 4 (C): -0.1173, atom 5 (C): -0.5085


No. 3
DFT (ωB97M-V with the def2-TZVPD basis set) results for 3 unconnected molecules or ions with the total composition C16H37NO8P.

```
! wB97M-V def2-TZVPD RIJCOSX def2/J DEFGRID3
* xyz -1 1
C 6.707 -6.279 -1.828
P 5.602 -6.623 -3.275
C 4.590 -8.105 -2.911
N 4.572 -5.289 -3.610
C 3.902 -4.653 -2.450
C 2.751 -5.486 -1.852
O 2.194 -6.349 -2.566
O 2.470 -5.160 -0.694
H 6.853 -7.163 -1.217
H 7.669 -6.010 -2.237
H 6.379 -5.473 -1.174
H 3.614 -8.008 -3.359
H 4.520 -8.369 -1.860
H 5.088 -8.929 -3.411
H 5.183 -4.593 -4.020
H 4.582 -4.332 -1.666
H 3.428 -3.744 -2.822
C -0.208 1.102 2.803
O -0.004 -0.166 2.233
C -0.378 -1.228 3.096
C -0.807 -2.449 2.313
O -2.106 -2.347 1.741
C -2.268 -1.499 0.612
C -1.661 -2.046 -0.662
O -0.259 -1.906 -0.649
C 0.400 -2.907 -1.419
H 0.466 1.265 3.654
H 0.004 1.846 2.036
H -1.250 1.223 3.127
H -1.200 -0.915 3.752
H 0.492 -1.487 3.714
H -0.877 -3.278 3.020
H -0.063 -2.726 1.566
H -1.911 -0.488 0.818
H -3.349 -1.436 0.461
H -2.060 -1.483 -1.521
H -1.944 -3.100 -0.766
H 0.118 -3.909 -1.091
H 1.469 -2.799 -1.266
H 0.170 -2.785 -2.485
C -1.765 8.845 1.582
O -1.869 7.441 1.538
C -2.736 6.922 2.532
C -3.362 5.618 2.088
O -4.407 5.762 1.137
C -4.051 6.106 -0.195
C -3.405 4.983 -0.976
O -2.058 4.799 -0.581
C -1.614 3.469 -0.756
H -1.270 9.175 2.503
H -1.169 9.160 0.728
H -2.753 9.315 1.510
H -3.531 7.641 2.761
H -2.146 6.743 3.441
H -3.841 5.175 2.965
H -2.605 4.912 1.743
H -3.442 7.011 -0.224
H -5.000 6.339 -0.686
H -3.418 5.236 -2.045
H -3.982 4.064 -0.821
H -2.268 2.766 -0.228
H -0.614 3.393 -0.333
H -1.571 3.207 -1.819
*
```

As for the LUMO energy: 0.0753 hartree. The calculation puts the HOMO energy at -4.3 eV. The electronic energy is -44348.78482 eV.

Atom charges from the Löwdin analysis, given in e for atoms 1 to 5: atom 1 (C): -0.3105, atom 2 (P): 0.7913, atom 3 (C): -0.3134, atom 4 (N): -0.2657, atom 5 (C): -0.2232


No. 4
DFT (ωB97M-V with the def2-TZVPD basis set) results for a molecular structure, C15H21Cl3N6O3PdSSi.

```
! wB97M-V def2-TZVPD RIJCOSX def2/J DEFGRID3
* xyz 0 1
Pd -1.119 -0.697 0.128
N -5.997 -2.456 -4.747
C -4.787 -2.051 -4.228
C -3.790 -1.534 -5.063
C -2.570 -1.155 -4.546
C -2.316 -1.296 -3.189
C -3.293 -1.817 -2.350
C -4.519 -2.191 -2.861
S -0.765 -0.784 -2.550
O -0.360 -1.784 -1.524
O 0.118 -0.593 -3.655
N -0.898 0.470 -1.543
C -1.578 1.621 -1.910
N -1.594 2.584 -0.981
C -2.223 3.699 -1.320
C -2.815 3.883 -2.561
C -2.717 2.825 -3.446
N -2.107 1.688 -3.134
H -6.250 -2.118 -5.659
H -6.764 -2.569 -4.108
H -3.983 -1.430 -6.123
H -1.805 -0.744 -5.189
H -3.098 -1.932 -1.290
H -5.275 -2.601 -2.202
H -2.250 4.481 -0.568
H -3.314 4.804 -2.822
H -3.143 2.882 -4.442
Cl -0.316 -1.348 3.701
Si -1.525 -1.681 2.084
Cl -2.507 0.484 1.517
Cl -3.189 -2.445 2.971
C 1.186 1.829 0.904
N 2.013 1.094 1.847
C 1.985 1.625 3.200
C 2.132 -0.261 1.627
O 1.455 -0.847 0.784
N 3.067 -0.916 2.383
C 3.095 -2.363 2.358
C 4.227 -0.268 2.954
H 1.430 2.888 0.988
H 0.116 1.703 1.099
H 1.386 1.497 -0.112
H 0.986 2.015 3.416
H 2.707 2.436 3.331
H 2.200 0.845 3.927
H 2.245 -2.726 1.791
H 3.060 -2.764 3.374
H 4.009 -2.724 1.876
H 4.301 0.756 2.596
H 5.127 -0.804 2.642
H 4.202 -0.259 4.048
*
```

The value obtained for the relative energy (zero: lowest compared OMol25 entry of this formula, charge and spin) is 37.92 kcal per mole. As for the LUMO energy: -0.0422 hartree. The calculation puts the HOMO energy at -8.3 eV. The electronic energy is -90742.63206 eV.

Atom charges from the Löwdin analysis, given in e for atoms 1 to 5: atom 1 (Pd): 0.4923, atom 2 (N): 0.1053, atom 3 (C): -0.3173, atom 4 (C): -0.0236, atom 5 (C): -0.0623


No. 5
DFT (ωB97M-V with the def2-TZVPD basis set) results for 2 unconnected molecules or ions with the total composition C3H5NO3.

```
! wB97M-V def2-TZVPD RIJCOSX def2/J DEFGRID3
* xyz 0 1
H 0.736 2.325 1.112
N 0.492 1.493 0.580
C -0.095 0.608 1.254
C -0.688 -0.680 1.348
O -0.547 0.329 2.469
H -0.055 -1.555 1.453
H -1.708 -0.842 1.015
O -0.194 -1.345 -1.124
C 0.285 -0.697 -2.032
O 0.728 0.541 -1.977
H 0.401 -1.102 -3.047
H 0.644 0.923 -1.053
*
```

As for the SMILES: [H]/N=C1/CO1.O=CO. The value obtained for the relative energy (zero: lowest compared OMol25 entry of this formula, charge and spin) is 56.62 kcal per mole. As for the LUMO energy: 0.0288 hartree. The calculation puts the HOMO energy at -10.5 eV. The electronic energy is -10823.23251 eV.

Atom charges from the Löwdin analysis, given in e for atoms 1 to 5: atom 1 (H): 0.0906, atom 2 (N): 0.1617, atom 3 (C): -0.4566, atom 4 (C): 0.0012, atom 5 (O): 0.0806


No. 6
DFT (ωB97M-V with the def2-TZVPD basis set) results for 2 unconnected molecules or ions with the total composition C19H19.

```
! wB97M-V def2-TZVPD RIJCOSX def2/J DEFGRID3
* xyz 1 1
H -0.204 -0.525 -1.458
C -0.162 -1.273 -2.306
C -0.997 -0.971 -3.540
C -0.564 -1.111 -4.800
C 0.842 -1.505 -5.194
C 1.691 -1.741 -3.968
C 1.254 -1.621 -2.696
H -0.622 -2.163 -1.843
H -2.052 -0.742 -3.341
H -1.231 -0.963 -5.661
H 0.845 -2.389 -5.855
H 1.293 -0.718 -5.821
H 2.717 -2.041 -4.189
H 1.918 -1.848 -1.859
C -0.245 0.140 1.428
C -1.510 0.666 1.844
C -2.681 0.082 1.250
C -3.958 0.542 1.548
C -4.140 1.580 2.471
C -3.025 2.133 3.105
C -1.743 1.689 2.812
C 1.077 0.419 1.901
C 2.142 -0.370 1.347
C 3.471 -0.144 1.686
C 3.805 0.844 2.621
C 2.788 1.585 3.225
C 1.456 1.374 2.892
H -0.309 -0.687 0.720
H -2.547 -0.751 0.565
H -4.818 0.094 1.062
H -5.133 1.954 2.694
H -3.153 2.925 3.843
H -0.913 2.127 3.355
H 1.884 -1.170 0.661
H 4.252 -0.739 1.224
H 4.842 1.033 2.879
H 3.030 2.342 3.971
H 0.700 1.940 3.424
*
```

As for the LUMO energy: -0.2233 hartree. The calculation puts the HOMO energy at -11.1 eV. The electronic energy is -20002.54486 eV.

Atom charges from the Löwdin analysis, given in e for atoms 1 to 5: atom 1 (H): 0.0911, atom 2 (C): -0.2120, atom 3 (C): -0.1052, atom 4 (C): -0.0967, atom 5 (C): -0.1888


No. 7
DFT (ωB97M-V with the def2-TZVPD basis set) results for 2 unconnected molecules or ions with the total composition C5H9NO3.

```
! wB97M-V def2-TZVPD RIJCOSX def2/J DEFGRID3
* xyz 0 1
N 0.283 -0.790 -1.376
C 0.171 -0.907 -0.040
O 1.188 -0.824 0.694
C -1.097 -1.585 0.470
O -1.458 -2.693 -0.332
H -0.540 -0.918 -1.945
H 1.042 -0.214 -1.714
H -1.927 -0.878 0.414
H -0.968 -1.878 1.528
H -0.748 -3.348 -0.298
C -0.525 2.235 -0.141
C 0.191 1.591 0.770
C 1.690 1.157 0.472
O 2.173 1.269 -0.634
H -0.201 2.257 -1.172
H -1.444 2.749 0.093
H -0.100 1.572 1.808
H 2.269 1.204 1.403
*
```

As for the SMILES: NC(=O)CO.C=CC=O. The value obtained for the relative energy (zero: lowest compared OMol25 entry of this formula, charge and spin) is 67.15 kcal per mole. As for the LUMO energy: 0.0253 hartree. The calculation puts the HOMO energy at -9.4 eV. The electronic energy is -12961.79432 eV.

Atom charges from the Löwdin analysis, given in e for atoms 1 to 5: atom 1 (N): 0.2151, atom 2 (C): -0.4872, atom 3 (O): -0.0023, atom 4 (C): -0.1697, atom 5 (O): -0.0492


No. 8
DFT (ωB97M-V with the def2-TZVPD basis set) results for 2 unconnected molecules or ions with the total composition CHBr2NO2.

```
! wB97M-V def2-TZVPD RIJCOSX def2/J DEFGRID3
* xyz 0 1
C 0.532 0.272 0.405
N 0.172 0.713 1.606
O -0.945 0.363 1.911
O 0.988 1.308 2.278
Br 1.757 1.305 -0.455
Br 3.998 1.396 4.439
H -0.195 -0.322 -0.222
*
```

The value obtained for the relative energy (zero: lowest compared OMol25 entry of this formula, charge and spin) is 60.86 kcal per mole. As for the LUMO energy (spin up / spin down): -0.0913 / -0.1258 hartree. The calculation puts the HOMO energy (spin up / spin down) at -11.2 / -10.0 eV. The electronic energy is -146716.95018 eV.

Atom charges from the Löwdin analysis, given in e for atoms 1 to 5: atom 1 (C): -0.5169, atom 2 (N): -0.5578, atom 3 (O): 0.0841, atom 4 (O): -0.0086, atom 5 (Br): 0.8714


No. 9
DFT (ωB97M-V with the def2-TZVPD basis set) results for 2 unconnected molecules or ions with the total composition H4NOPS2.

```
! wB97M-V def2-TZVPD RIJCOSX def2/J DEFGRID3
* xyz 0 1
N -0.545 0.761 -1.196
O 1.653 -1.785 0.235
P -1.024 0.938 0.397
S -2.889 1.411 0.691
S 0.541 1.031 1.578
H 0.308 0.370 -1.405
H -1.100 1.002 -1.917
H 1.809 -2.594 0.698
H 1.248 -1.134 0.918
*
```

The value obtained for the relative energy (zero: lowest compared OMol25 entry of this formula, charge and spin) is 23.30 kcal per mole. As for the LUMO energy: -0.0372 hartree. The calculation puts the HOMO energy at -9.6 eV. The electronic energy is -34562.77979 eV.

Atom charges from the Löwdin analysis, given in e for atoms 1 to 5: atom 1 (N): -0.1411, atom 2 (O): -0.1311, atom 3 (P): -0.1168, atom 4 (S): 0.1855, atom 5 (S): 0.2297